No. 1
{
  "formula": "C4H11ClNO3RuTi",
  "method": "the ωB97M-V functional and the def2-TZVPD basis",
  "orbital_gap_ev": [5.1026, 5.1471],
  "energy_ev": -50170.325,
  "s_squared": 12.02,
  "de_lowest_kj_mol": 197.5,
  "homo_energy_ev": [-2.0033, -4.4083],
  "total_charge": -1,
  "spin_multiplicity": 7,
  "symbols": ["Ru", "Cl", "C", "C", "H", "H", "H", "H", "H", "H", "Ti", "C", "C", "H", "H", "H", "H", "H", "O", "N", "O", "O"],
  "xyz": [[0.876, -0.372, -2.157], [1.768, -1.935, -0.737], [2.016, 1.085, -2.822], [-0.417, -0.754, -3.637], [1.686, 1.281, -3.854], [1.920, 1.912, -2.104], [3.000, 0.589, -2.801], [-0.192, -0.049, -4.456], [-1.471, -0.702, -3.304], [-0.111, -1.788, -3.928], [0.215, -0.379, 0.868], [-1.730, -0.879, 0.712], [-0.224, 0.976, -1.069], [-2.379, -0.375, -0.009], [-1.764, -1.942, 0.413], [-2.125, -0.619, 1.718], [-1.337, 0.727, -1.037], [-0.049, 1.887, -1.706], [0.867, -0.677, 2.695], [-0.160, 0.222, 2.969], [-0.424, 0.404, 4.125], [0.169, 1.458, 0.369]],
  "forces_ev_per_a": [[0.08, -0.78, 0.91], [0.49, -1.31, 1.33], [0.02, 0.35, -0.08], [-0.44, -0.98, -1.82], [0.34, 0.44, 0.30], [0.49, 0.16, -0.60], [-0.02, 0.35, -0.07], [-0.46, -0.31, 0.05], [0.43, -0.10, -0.25], [-0.67, 0.55, -0.21], [3.74, 1.05, -1.49], [-6.01, -1.79, -0.11], [-0.45, 3.10, 2.43], [0.48, 0.40, -0.18], [0.68, 0.19, 0.45], [0.81, -0.22, -0.35], [1.20, 0.51, -0.53], [-0.71, -0.60, 0.66], [-1.14, 1.21, 2.37], [1.53, -1.69, 0.60], [0.30, -0.12, -0.78], [-0.70, -0.43, -2.62]]
}



No. 2
{
  "formula": "C4H11ClNO3RuTi",
  "method": "the ωB97M-V functional and the def2-TZVPD basis",
  "orbital_gap_ev": [5.4171, 6.0288],
  "energy_ev": -50172.372,
  "s_squared": 12.03,
  "de_lowest_kj_mol": 0.0,
  "homo_energy_ev": [-2.7255, -4.9421],
  "total_charge": -1,
  "spin_multiplicity": 7,
  "symbols": ["Ru", "Cl", "C", "C", "H", "H", "H", "H", "H", "H", "Ti", "C", "C", "H", "H", "H", "H", "H", "O", "N", "O", "O"],
  "xyz": [[-0.311, 1.907, -1.280], [-2.601, 2.415, -1.020], [0.561, 2.022, -3.104], [0.824, 3.448, -0.677], [1.335, 2.794, -3.256], [1.001, 1.041, -3.291], [-0.238, 2.195, -3.849], [1.606, 3.773, -1.373], [1.292, 3.084, 0.237], [0.186, 4.307, -0.432], [-0.265, -1.031, 0.582], [-0.244, -0.180, 2.452], [1.742, 0.334, -0.752], [0.653, 0.400, 2.691], [-1.150, 0.429, 2.520], [-0.344, -1.078, 3.082], [2.327, 0.853, 0.049], [2.328, 0.256, -1.694], [-1.626, -2.214, 0.062], [-0.643, -2.732, 1.194], [-0.923, -3.772, 1.686], [1.328, -0.915, -0.367]],
  "forces_ev_per_a": [[-1.13, 0.20, 0.14], [0.47, -0.25, 0.05], [0.26, 0.48, -0.95], [0.45, 0.79, -0.16], [-0.29, -0.32, 0.05], [-0.02, -0.07, -0.09], [0.14, -0.04, 0.30], [-0.14, -0.02, 0.19], [0.09, -0.05, 0.25], [-0.04, -0.20, -0.09], [-0.59, 0.95, -0.35], [-0.20, 0.42, 0.63], [1.54, -2.71, 1.07], [-0.13, 0.04, 0.21], [-0.02, 0.24, 0.44], [0.08, 0.55, 0.16], [-0.72, 0.11, -0.41], [-0.69, 0.54, 0.17], [0.06, -0.33, 0.57], [-0.99, -0.70, -1.52], [-0.15, -1.42, 1.03], [2.02, 1.79, -1.68]]
}



No. 3
{
  "formula": "C4H11CsNO",
  "method": "the ωB97M-V functional and the def2-TZVPD basis",
  "orbital_gap_ev": 7.6968,
  "energy_ev": -8405.651,
  "de_lowest_kj_mol": 101.8,
  "homo_energy_ev": -11.7376,
  "total_charge": 1,
  "symbols": ["Cs", "C", "C", "C", "O", "C", "N", "H", "H", "H", "H", "H", "H", "H", "H", "H", "H", "H"],
  "xyz": [[-3.293, 23.600, -39.906], [-6.616, 29.573, -37.733], [-5.464, 28.608, -37.566], [-4.824, 28.248, -38.884], [-5.664, 27.515, -39.754], [-5.997, 26.233, -39.306], [-4.431, 29.205, -36.689], [-7.453, 29.087, -38.239], [-6.342, 30.384, -38.417], [-6.915, 30.041, -36.799], [-5.814, 27.707, -37.042], [-3.849, 27.750, -38.734], [-4.596, 29.179, -39.406], [-5.106, 25.703, -38.920], [-6.378, 25.659, -40.152], [-6.740, 26.258, -38.507], [-3.570, 28.671, -36.699], [-4.749, 29.193, -35.728]],
  "forces_ev_per_a": [[0.03, -0.02, -0.06], [-0.12, 0.26, -0.88], [0.44, -0.16, 1.43], [0.15, 0.52, -0.25], [0.19, -0.22, -0.23], [0.10, 0.04, 0.04], [0.03, 0.17, -0.36], [-0.14, -0.06, 0.36], [0.23, 0.01, 0.20], [-0.15, -0.24, 0.11], [-0.26, -0.15, -0.42], [-0.22, -0.29, 0.05], [-0.01, -0.06, -0.05], [0.01, 0.12, 0.18], [-0.18, 0.14, -0.02], [-0.03, -0.16, 0.00], [-0.02, -0.06, -0.09], [-0.07, 0.17, -0.02]]
}